Density functional theory data (ωB97M-V with the def2-TZVPD basis set) for 16 unconnected molecules or ions with the total composition C52H116O26S10 in a non-equilibrium geometry.

Summary:
- Multiplicity: 1
- LUMO level: -0.08 eV
- HOMO level: -9.54 eV

Each line ends with the Löwdin charge.
Element x y z (Å)
C1 0.443 -4.585 -0.646  -0.0343
C2 0.272 -4.932 0.855  -0.3025
O1 -0.992 -4.703 1.419  -0.1232
H1 -0.293 -5.129 -1.276  0.0766
H2 1.492 -4.748 -0.911  0.0766
H3 0.278 -3.547 -0.783  0.0282
H4 0.943 -4.405 1.554  0.0897
H5 0.552 -5.972 0.981  0.1096
H6 -1.679 -5.287 0.952  0.0933
C3 -1.608 -5.456 4.484  -0.0672
C4 -0.736 -4.219 4.402  -0.3168
O2 -1.389 -3.143 3.760  -0.0967
H7 -2.328 -5.273 5.247  0.0628
H8 -0.939 -6.294 4.664  0.0810
H9 -2.058 -5.654 3.510  0.0647
H10 0.190 -4.428 3.845  0.0982
H11 -0.363 -3.906 5.395  0.1181
H12 -1.399 -3.387 2.846  0.0250
C5 4.970 -1.827 -7.059  -0.0836
C6 3.870 -1.548 -8.109  -0.3138
O3 2.950 -2.609 -8.215  -0.0801
H13 4.518 -1.889 -6.104  0.0315
H14 5.643 -1.032 -6.966  0.0470
H15 5.407 -2.779 -7.355  0.0746
H16 4.341 -1.144 -9.015  0.1152
H17 3.325 -0.733 -7.639  0.0955
H18 3.164 -3.236 -8.921  0.0907
C7 -4.670 0.801 -3.736  -0.0658
C8 -4.283 -0.379 -2.865  -0.3284
O4 -4.247 -1.498 -3.711  -0.0943
H19 -5.664 0.658 -4.175  0.0863
H20 -3.930 0.804 -4.531  0.0668
H21 -4.662 1.784 -3.290  0.0492
H22 -5.023 -0.619 -2.119  0.1067
H23 -3.340 -0.213 -2.389  0.0704
H24 -3.776 -1.138 -4.500  0.0730
C9 -3.373 -4.650 -1.866  -0.0943
C10 -3.280 -5.942 -1.161  -0.3029
O5 -3.349 -5.857 0.279  -0.0941
H25 -4.390 -4.291 -2.103  0.0863
H26 -2.883 -4.734 -2.835  0.0774
H27 -2.834 -3.868 -1.281  0.0875
H28 -2.285 -6.350 -1.358  0.1087
H29 -4.041 -6.571 -1.547  0.1043
H30 -4.249 -5.580 0.497  0.0925
C11 3.866 -2.301 -2.007  -0.0696
C12 3.998 -3.732 -2.629  -0.2869
O6 4.518 -4.703 -1.743  -0.0922
H31 4.819 -1.817 -1.890  0.0683
H32 3.398 -2.255 -1.038  0.0372
H33 3.164 -1.735 -2.587  0.0317
H34 4.700 -3.534 -3.453  0.1150
H35 3.003 -4.042 -2.988  0.0973
H36 5.175 -5.247 -2.228  0.1017
C13 -0.309 5.254 2.271  -0.2263
C14 -1.271 4.136 2.627  -0.2246
C15 -2.064 4.619 3.833  -0.2266
S1 -2.327 6.308 3.491  0.6103
O7 -1.992 7.098 4.627  -0.3115
O8 -3.630 6.589 2.990  -0.3121
C16 -1.136 6.519 2.214  -0.2165
H37 0.142 5.030 1.272  0.1180
H38 0.446 5.413 3.016  0.1058
H39 -0.712 3.258 2.877  0.0758
H40 -1.878 4.013 1.722  0.0944
H41 -1.375 4.559 4.738  0.1351
H42 -3.008 4.116 3.986  0.0957
H43 -0.610 7.460 2.352  0.1181
H44 -1.595 6.576 1.241  0.1019
C17 -1.442 3.581 -4.197  -0.2097
C18 0.055 3.652 -4.274  -0.2027
C19 0.560 3.824 -2.837  -0.2099
S2 -0.705 4.648 -1.848  0.6692
O9 -0.300 5.956 -1.460  -0.3167
O10 -1.075 3.746 -0.773  -0.3333
C20 -1.913 4.694 -3.222  -0.1849
H45 -1.807 2.598 -3.931  0.0851
H46 -1.916 3.749 -5.160  0.1180
H47 0.367 4.427 -4.940  0.1130
H48 0.358 2.742 -4.738  0.0951
H49 1.409 4.526 -2.759  0.1176
H50 0.667 2.822 -2.446  0.0511
H51 -1.856 5.694 -3.626  0.0951
H52 -2.916 4.552 -2.779  0.0914
C21 3.803 2.343 2.805  -0.2124
C22 4.908 3.243 3.432  -0.1927
C23 5.379 4.228 2.356  -0.2184
S3 3.877 4.645 1.402  0.7073
O11 4.064 4.385 -0.034  -0.3481
O12 3.334 5.949 1.753  -0.3310
C24 2.859 3.279 2.080  -0.2217
H53 3.266 1.765 3.481  0.0642
H54 4.237 1.690 2.056  0.1082
H55 5.773 2.597 3.734  0.1256
H56 4.586 3.831 4.298  0.1176
H57 6.048 3.763 1.648  0.0923
H58 5.829 5.208 2.676  0.1212
H59 2.189 2.875 1.328  0.0947
H60 2.198 3.758 2.874  0.1056
C25 5.635 2.895 -2.575  -0.2103
C26 4.728 1.787 -2.024  -0.2233
C27 3.473 1.776 -2.866  -0.2446
S4 4.134 1.979 -4.498  0.6802
O13 3.347 2.863 -5.288  -0.3181
O14 4.420 0.672 -5.155  -0.3581
C28 5.739 2.722 -4.080  -0.2039
H61 6.548 2.822 -1.997  0.1152
H62 5.037 3.849 -2.412  0.1321
H63 4.414 1.940 -1.002  0.1001
H64 5.152 0.800 -2.175  0.1121
H65 2.681 2.550 -2.741  0.0866
H66 2.943 0.787 -2.813  0.0934
H67 5.775 3.709 -4.535  0.1025
H68 6.417 1.996 -4.513  0.0981
C29 3.787 -3.712 1.967  -0.2044
C30 3.752 -2.954 3.320  -0.2236
C31 4.214 -1.552 3.188  -0.2073
S5 5.352 -1.658 1.755  0.6853
O15 6.723 -1.328 1.944  -0.3093
O16 4.720 -0.937 0.652  -0.3518
C32 5.170 -3.429 1.404  -0.2032
H69 3.073 -3.205 1.289  0.1004
H70 3.547 -4.766 2.022  0.1172
H71 4.416 -3.509 4.006  0.1308
H72 2.776 -2.990 3.714  0.0895
H73 4.736 -1.191 4.061  0.1105
H74 3.465 -0.827 2.892  0.0657
H75 5.976 -3.951 1.907  0.1094
H76 5.209 -3.500 0.330  0.0759
C33 0.550 -1.374 1.449  -0.2042
C34 -0.924 -1.013 1.008  -0.1792
C35 -1.103 0.005 -0.132  -0.1746
S6 0.627 0.013 -0.660  0.7190
O17 1.056 1.295 -1.161  -0.3297
O18 0.906 -1.168 -1.507  -0.3255
C36 1.417 -0.265 0.920  -0.2084
H77 0.848 -2.265 0.973  0.0583
H78 0.625 -1.433 2.537  0.0878
H79 -1.467 -0.589 1.871  0.0958
H80 -1.358 -1.996 0.724  0.1099
H81 -1.369 1.053 0.153  0.1109
H82 -1.714 -0.228 -0.970  0.0676
H83 1.440 0.621 1.544  0.0961
H84 2.453 -0.590 0.718  0.0869
C37 -0.298 -0.256 7.116  -0.1954
C38 -1.536 -0.093 6.184  -0.1831
C39 -1.070 0.019 4.721  -0.2209
S7 0.526 0.731 4.839  0.6611
O19 0.678 2.041 4.242  -0.3118
O20 1.514 -0.231 4.427  -0.3188
C40 0.628 0.821 6.585  -0.2474
H85 0.195 -1.203 7.054  0.0998
H86 -0.588 -0.114 8.202  0.1383
H87 -2.027 0.852 6.448  0.1252
H88 -2.217 -0.913 6.264  0.1025
H89 -1.837 0.567 4.194  0.0933
H90 -0.934 -0.920 4.152  0.0784
H91 0.238 1.799 6.855  0.1117
H92 1.648 0.681 6.940  0.1182
C41 -6.010 3.838 1.335  -0.1764
C42 -6.755 3.455 0.014  -0.1879
C43 -6.251 2.081 -0.281  -0.2322
S8 -4.488 2.183 -0.042  0.6863
O21 -3.915 2.708 -1.262  -0.3232
O22 -3.898 0.920 0.413  -0.3340
C44 -4.578 3.489 1.108  -0.2580
H93 -6.423 3.185 2.149  0.1352
H94 -6.073 4.881 1.562  0.1114
H95 -6.477 4.133 -0.782  0.1178
H96 -7.823 3.437 0.161  0.1140
H97 -6.332 1.689 -1.300  0.1086
H98 -6.521 1.348 0.474  0.0712
H99 -3.966 4.290 0.707  0.1096
H100 -4.103 3.118 2.040  0.0988
C45 0.200 -2.933 -5.114  -0.1851
C46 1.452 -2.052 -4.980  -0.1877
C47 1.027 -0.579 -5.029  -0.1633
S9 -0.796 -0.506 -4.698  0.6588
O23 -1.443 -0.229 -5.956  -0.3195
O24 -1.181 0.323 -3.590  -0.3161
C48 -0.957 -2.250 -4.325  -0.2206
H101 0.439 -3.927 -4.733  0.1039
H102 -0.178 -3.066 -6.174  0.1353
H103 2.117 -2.346 -5.802  0.1034
H104 1.936 -2.234 -4.043  0.0657
H105 1.162 -0.136 -5.985  0.0918
H106 1.515 -0.004 -4.259  0.0684
H107 -2.030 -2.442 -4.432  0.0858
H108 -0.710 -2.246 -3.239  0.0952
C49 -5.054 -2.897 2.391  -0.1735
C50 -5.872 -2.762 3.766  -0.1632
C51 -5.821 -1.319 4.262  -0.2373
S10 -5.252 -0.320 2.924  0.6531
O25 -4.392 0.738 3.325  -0.3140
O26 -6.454 0.102 2.196  -0.3202
C52 -4.337 -1.610 2.160  -0.2549
H109 -5.678 -3.194 1.580  0.1075
H110 -4.236 -3.513 2.617  0.0778
H111 -5.321 -3.392 4.472  0.1071
H112 -6.923 -3.048 3.623  0.1148
H113 -4.993 -1.346 5.001  0.1087
H114 -6.712 -0.886 4.705  0.1107
H115 -3.388 -1.648 2.669  0.0839
H116 -4.224 -1.363 1.092  0.1128